Record 1
The following is a DFT calculation (wB97M-V/def2-TZVPD) of one molecule with the formula C3H2N4O.

The geometry in XYZ format:
```
10
Properties=species:S:1:pos:R:3:forces:R:3:lowdin_charge:R:1
C -0.489 0.716 -1.385 -0.55 0.76 -1.51 -0.034
O -1.280 1.447 -0.598 0.47 -0.78 0.18 -0.033
N -1.124 1.086 0.722 0.60 -0.89 1.33 0.111
C -0.217 0.121 0.676 -0.76 0.75 -2.82 -0.283
N 0.552 -0.694 1.395 0.04 -0.12 1.67 0.074
N 1.434 -1.372 0.599 -0.31 -0.58 -0.03 0.031
N 1.236 -1.071 -0.610 1.45 -1.03 -0.70 0.056
C 0.234 -0.188 -0.679 -1.90 2.41 1.57 -0.212
H -0.656 1.049 -2.400 0.56 -0.51 -0.16 0.137
H 0.310 -1.094 2.279 0.40 -0.01 0.46 0.153
```
Forces are in eV/Å.

Output
Energy relative to the best compared isomer or geometry (same formula, charge and spin): 1.851 eV
Net charge: 0
SMILES: c1onc2[nH]nnc12
E_HOMO: -9.710 eV
LUMO energy: 0.0 eV

---

Record 2
The following is a DFT calculation (wB97M-V/def2-TZVPD) of C7H12O2 as an isolated structure.

The geometry in XYZ format:
```
21
Properties=species:S:1:pos:R:3:forces:R:3:lowdin_charge:R:1
C 0.676 -0.781 -0.086 -1.85 -0.83 -0.95 -0.480
C -1.351 0.723 -0.361 -3.10 0.63 1.93 -0.155
C 1.286 0.145 0.946 -0.10 0.26 0.09 -0.044
C 1.505 -0.888 -1.342 0.05 -0.18 -0.01 -0.049
C -0.842 2.099 -0.398 0.10 0.13 -0.43 -0.024
C -2.100 -0.202 0.385 1.28 2.41 0.05 -0.193
C -1.221 -0.596 -0.674 4.45 -1.59 -0.80 -0.056
O 0.489 -2.062 0.454 0.29 -0.56 0.55 -0.036
O -1.811 -0.471 1.742 -0.81 -0.02 0.12 -0.031
H -0.099 -1.970 1.223 0.20 -0.04 -0.30 0.093
H -2.654 -0.465 2.212 0.23 -0.15 0.03 0.090
H -1.265 -1.266 -1.519 -0.14 -0.06 -0.19 0.116
H 2.237 -0.279 1.300 -0.17 -0.14 -0.25 0.095
H 1.524 1.127 0.536 -0.11 0.03 0.02 0.072
H 1.059 -1.584 -2.057 -0.04 0.09 0.07 0.080
H 1.617 0.088 -1.820 -0.04 -0.04 0.03 0.081
H 0.656 0.253 1.829 -0.11 0.11 -0.12 0.081
H 2.510 -1.272 -1.114 -0.11 0.09 0.07 0.089
H -1.658 2.749 -0.730 0.05 -0.10 0.03 0.097
H -0.534 2.446 0.590 -0.05 -0.10 -0.03 0.090
H -0.024 2.207 -1.114 -0.02 0.05 0.09 0.083
```
Forces are in eV/Å.

Output
Energy relative to the best compared isomer or geometry (same formula, charge and spin): 5.260 eV
Net charge: 0
E_HOMO (spin up / spin down): -7.089 / -7.091 eV
LUMO energy (spin up / spin down): 0.5 / 0.5 eV

---

Record 3
The following is a DFT calculation (wB97M-V/def2-TZVPD) of C30H31CoF5N9O2PS3 as an isolated structure.

The geometry in XYZ format:
```
82
Properties=species:S:1:pos:R:3:forces:R:3:lowdin_charge:R:1
Co 0.427 0.791 -0.953 -0.13 -0.71 -0.15 0.566
S -6.484 -1.965 -2.650 0.84 1.05 0.19 1.080
N -5.744 -0.590 -3.207 -0.21 -0.78 0.44 -0.176
C -4.627 -0.477 -2.515 0.64 -0.42 0.00 -0.322
C -3.599 0.539 -2.671 -0.52 1.03 -0.47 -0.080
C -3.885 1.685 -3.473 -0.78 -0.90 0.54 0.037
C -2.878 2.608 -3.508 1.42 0.81 -0.58 -0.007
C -1.642 2.399 -2.780 -0.50 1.39 -1.72 -0.095
N -1.399 1.367 -2.023 -0.71 -0.66 0.10 0.041
C -2.392 0.434 -1.982 -0.28 -0.46 1.05 -0.136
C -2.173 -0.714 -1.052 1.35 2.53 -0.95 -0.162
N -0.930 -0.821 -0.554 0.81 -1.53 0.06 0.072
C -0.573 -1.996 0.053 -1.00 1.98 -0.04 -0.091
C -1.528 -2.933 0.394 0.03 -0.05 -0.11 -0.017
C -2.828 -2.661 -0.023 -1.41 -2.43 1.06 0.036
C -3.190 -1.566 -0.768 -0.11 -1.26 -0.84 -0.090
C -4.403 -1.514 -1.579 -0.63 0.29 0.75 -0.296
N -5.397 -2.370 -1.511 -0.25 -0.47 -0.40 -0.202
H -4.943 1.709 -3.923 2.04 0.35 0.38 0.162
H -2.873 3.490 -4.180 -0.34 -0.55 0.69 0.130
H -0.824 3.135 -2.952 -0.68 -0.59 0.41 0.139
H 0.447 -2.110 0.367 0.44 0.10 -0.17 0.083
H -1.182 -3.832 0.930 -0.64 0.40 -0.39 0.128
H -3.660 -3.379 0.150 0.88 0.35 0.08 0.145
N 4.361 -2.799 1.360 -1.16 -1.38 -0.21 0.032
C 4.136 -1.352 1.389 1.51 1.51 -0.32 -0.206
P 3.354 -0.847 -0.262 0.11 -0.31 -0.39 0.495
O 3.470 -2.113 -1.086 0.02 1.17 0.65 -0.335
O 2.087 -0.079 0.017 -0.21 -0.31 0.49 -0.429
C 4.369 0.461 -1.162 0.51 -0.20 0.85 -0.206
N 4.605 -0.006 -2.544 0.52 -0.03 0.66 0.109
H 5.223 -3.180 1.760 -0.14 0.49 -0.15 0.164
H 4.233 -3.102 0.362 0.20 0.11 0.48 0.121
H 3.495 -3.250 1.919 0.79 0.40 -0.41 -0.047
H 5.114 -0.821 1.546 -0.82 -0.44 -0.31 0.117
H 3.534 -1.077 2.247 -0.41 -0.07 0.00 0.078
H 5.338 0.721 -0.703 -0.21 -0.52 -0.18 0.116
H 3.861 1.404 -1.212 -0.68 0.31 -0.02 0.075
H 4.940 -0.950 -2.475 0.61 -0.83 -0.28 0.137
H 5.238 0.627 -2.990 0.73 0.15 -0.63 0.162
H 3.760 -0.065 -3.109 -1.14 0.26 -0.12 0.017
S 1.895 -3.790 2.813 -0.74 0.63 0.12 0.657
C 1.256 -2.434 3.732 2.22 -2.54 -0.54 -0.799
N 0.216 -1.774 3.374 -1.82 1.62 -0.99 0.066
C -0.352 -0.636 4.124 -1.87 0.28 -1.34 -0.148
C 0.529 -0.111 5.192 0.39 -0.95 1.14 -0.162
C 1.140 -1.359 5.856 0.95 2.15 1.19 -0.165
N 1.849 -2.148 4.879 0.11 -0.61 1.14 0.016
H -0.186 -1.979 2.457 0.23 0.01 0.59 0.099
H -1.298 -0.981 4.573 0.31 -0.02 -0.01 0.139
H -0.685 0.127 3.389 0.47 -0.33 0.26 0.113
H -0.071 0.410 5.960 0.36 -0.04 -0.51 0.138
H 1.377 0.484 4.896 -0.03 0.56 -0.56 0.111
H 0.356 -1.808 6.463 0.18 -0.89 -0.20 0.135
H 1.917 -0.954 6.520 -0.37 -0.45 0.22 0.134
H 2.548 -2.826 5.211 -0.62 0.56 -0.39 0.148
C -1.104 3.864 4.517 2.33 -1.22 -0.60 -0.010
C -0.684 3.123 3.244 -2.23 0.71 -0.72 -0.222
C -1.724 2.720 2.353 -0.10 -0.45 1.90 -0.010
C -1.397 2.028 1.228 1.54 1.20 -0.45 -0.131
N -0.120 1.896 0.796 0.29 -0.14 0.61 -0.011
C 0.892 2.388 1.589 -1.10 -0.96 -3.51 -0.100
C 0.607 3.040 2.744 1.62 0.18 1.97 -0.037
H -2.019 3.487 4.927 -0.35 -0.23 0.25 0.079
H -1.232 4.865 4.186 -0.22 1.12 0.10 0.085
H -0.248 3.813 5.228 -0.86 0.20 -0.19 0.100
H -2.818 2.797 2.580 1.25 0.19 0.09 0.145
H -2.207 1.802 0.595 -0.50 -0.89 -1.05 0.096
H 1.856 2.276 1.021 -0.69 0.30 1.53 0.122
H 1.480 3.401 3.322 -0.78 -0.04 -0.20 0.137
F -2.562 0.043 -7.092 -0.05 -0.11 0.06 0.156
C -1.592 0.131 -6.196 0.27 0.53 -0.05 -0.135
C -1.467 -0.776 -5.167 -0.67 -0.91 0.42 -0.145
F -2.343 -1.774 -4.959 0.00 0.24 -0.46 0.124
C -0.449 -0.659 -4.266 2.23 1.38 0.36 -0.262
F -0.255 -1.543 -3.296 -0.70 -0.74 0.22 0.088
C 0.487 0.400 -4.287 -0.80 0.39 -0.83 -0.477
S 1.681 0.603 -3.003 -0.64 0.26 0.01 0.732
C 0.314 1.349 -5.313 -0.06 -0.74 0.74 -0.236
F 1.082 2.443 -5.339 -0.15 -0.22 -0.22 0.088
C -0.693 1.193 -6.264 0.26 -0.55 0.61 -0.161
F -0.816 2.065 -7.230 -0.14 0.74 -0.72 0.160
```
Forces are in eV/Å.

Output
Energy relative to the best compared isomer or geometry (same formula, charge and spin): 1.056 eV
Spin multiplicity: 4
Net charge: +2
<S²>: 3.758
E_HOMO (spin up / spin down): -12.714 / -12.825 eV
LUMO energy (spin up / spin down): -5.1 / -5.2 eV

---

Record 4
The following is a DFT calculation (wB97M-V/def2-TZVPD) of an isolated ion of composition C3H6NOS and charge -1.

The geometry in XYZ format:
```
12
Properties=species:S:1:pos:R:3:forces:R:3:lowdin_charge:R:1
N -0.703 -2.164 0.262 -0.70 -0.46 0.59 0.117
C 0.324 -1.350 0.718 0.27 -0.21 -0.67 -0.541
O 0.921 -1.705 1.712 0.55 0.19 0.43 0.014
C 0.672 -0.071 -0.102 2.24 -1.40 2.43 -0.277
C -0.383 0.968 0.044 -0.76 1.02 0.70 -0.873
S -0.293 2.115 -1.303 -0.22 0.97 -1.02 0.107
H -1.084 -2.807 0.978 0.74 0.60 -0.52 0.104
H -1.456 -1.651 -0.139 -0.42 0.37 -0.75 0.064
H 1.541 0.286 0.511 -0.45 -0.17 -0.64 0.108
H 1.136 -0.236 -1.088 -1.05 -0.17 0.09 0.088
H -0.184 1.564 0.991 -0.50 -1.03 -0.75 0.057
H -1.389 0.501 0.111 0.30 0.27 0.10 0.032
```
Forces are in eV/Å.

Output
Energy relative to the best compared isomer or geometry (same formula, charge and spin): 0.889 eV
Net charge: -1
SMILES: NC(=O)CC[S-]
E_HOMO: -2.450 eV
LUMO energy: 3.8 eV

---

Record 5
The following is a DFT calculation (wB97M-V/def2-TZVPD) of one molecule with the formula C18H14ClF3S.

The geometry in XYZ format:
```
37
Properties=species:S:1:pos:R:3:forces:R:3:lowdin_charge:R:1
F -5.299 0.581 -1.645 0.42 -1.12 -0.68 0.112
C -4.791 -0.526 -2.275 0.03 0.00 -0.31 -0.497
F -5.303 -1.628 -1.642 0.42 1.08 -0.68 0.113
F -5.276 -0.526 -3.564 0.13 -0.01 1.29 0.111
C -3.261 -0.526 -2.289 -0.36 0.03 -0.08 -0.127
C -2.552 -1.722 -2.325 0.31 -0.09 0.00 -0.020
C -1.164 -1.734 -2.159 0.25 0.69 0.66 -0.063
C -0.493 -0.505 -1.894 -1.51 0.23 0.00 -0.580
S 1.094 -0.379 -1.182 1.83 0.01 0.22 0.941
C 1.250 -0.334 0.904 -0.43 -0.37 -0.60 -0.453
C 1.941 0.956 1.275 0.19 0.10 -0.07 -0.223
C 1.212 2.154 1.313 0.21 0.45 -0.16 -0.030
C 1.842 3.391 1.504 0.01 -0.56 0.09 -0.091
C 3.223 3.425 1.726 -0.38 -1.03 -0.58 -0.694
Cl 4.022 4.937 1.832 0.24 0.46 0.17 0.684
C 3.972 2.242 1.738 -0.50 -0.16 0.08 -0.091
C 3.322 1.010 1.546 0.03 0.30 -0.18 -0.016
C -0.146 -0.539 1.370 -0.22 -1.02 0.48 -0.093
C -0.386 -1.846 1.607 -0.58 0.70 0.48 -0.079
C 0.849 -2.689 1.556 0.40 0.22 -0.93 -0.173
C 1.975 -1.666 1.220 -0.34 -0.16 0.23 -0.184
C -1.186 0.705 -2.166 0.07 -0.59 0.63 -0.085
C -2.569 0.680 -2.324 0.21 0.14 -0.02 -0.021
H -3.089 -2.652 -2.451 0.02 -0.06 0.10 0.120
H -0.603 -2.679 -2.136 -0.32 0.51 0.12 0.112
H 0.130 2.148 1.142 0.47 -0.01 -0.05 0.111
H 1.270 4.319 1.441 0.21 -0.31 0.15 0.108
H 5.056 2.291 1.868 -0.42 -0.05 0.05 0.108
H 3.921 0.089 1.588 -0.33 0.50 -0.17 0.114
H -0.843 0.288 1.497 -0.03 -0.38 -0.32 0.109
H -1.366 -2.292 1.839 0.52 0.46 0.02 0.114
H 0.812 -3.374 0.704 -0.27 -0.35 0.24 0.106
H 1.038 -3.270 2.480 -0.16 0.33 -0.49 0.119
H 2.544 -2.020 0.345 0.13 0.28 0.62 0.096
H 2.594 -1.573 2.121 0.14 0.25 -0.41 0.113
H -0.631 1.653 -2.123 -0.35 -0.51 0.03 0.108
H -3.110 1.609 -2.441 -0.06 0.05 0.08 0.120
```
Forces are in eV/Å.

Output
Net charge: 0
SMILES: FC(F)(F)c1ccc(S[C@@]2(c3ccc(Cl)cc3)C=CCC2)cc1
E_HOMO: -8.562 eV
LUMO energy: -0.5 eV

---

In the order shown, the computed max |F| values come out to 3.4; 4.8; 3.8; 3.6; 1.8 eV/Å.